ORCA calculation (the ωB97M-V functional and the def2-TZVPD basis) on C9H11NO2 in the gas phase in a non-equilibrium geometry.

Properties
Gap between HOMO and LUMO = 9.8 eV
Highest occupied orbital energy = -9.00 eV
2S+1 = 1
SMILES string = CNC(=O)Oc1cccc(C)c1
E = -15095.1684 eV

Element x y z (Å)
C1 2.136 -0.752 3.820
N1 1.040 -0.204 3.038
C2 0.904 -0.290 1.650
O1 1.718 -0.797 0.882
O2 -0.161 0.243 1.273
C3 -0.471 0.504 -0.086
C4 -1.308 1.632 -0.392
C5 -1.734 1.822 -1.739
C6 -1.391 0.924 -2.719
C7 -0.732 -0.266 -2.401
C8 -0.514 -1.473 -3.342
C9 -0.328 -0.484 -1.035
H1 1.691 -1.783 4.296
H2 2.572 -0.101 4.645
H3 2.891 -1.026 3.028
H4 0.048 -0.213 3.403
H5 -1.493 2.407 0.365
H6 -2.354 2.710 -1.750
H7 -1.561 1.287 -3.714
H8 -1.341 -1.866 -4.068
H9 -0.309 -2.434 -2.729
H10 0.520 -1.421 -3.728
H11 0.233 -1.407 -0.796

---

ORCA calculation (the ωB97M-V functional and the def2-TZVPD basis) on C9H11NO2S in the gas phase in a non-equilibrium geometry.

Properties
Gap between HOMO and LUMO = 9.4 eV
Highest occupied orbital energy = -8.85 eV
2S+1 = 1
SMILES string = COC(=O)NCSc1ccccc1
E = -25926.6594 eV

Element x y z (Å)
C1 4.192 0.101 -0.557
O1 2.739 -0.475 -0.359
C2 2.318 0.635 0.404
O2 2.876 1.837 0.546
N1 0.981 0.280 0.941
C3 0.608 -1.154 1.062
S1 -0.323 -1.728 -0.627
C4 -1.478 -0.572 -0.229
C5 -2.821 -0.806 0.405
C6 -3.650 0.159 0.595
C7 -3.567 1.362 -0.099
C8 -2.344 1.624 -0.774
C9 -1.241 0.689 -0.793
H1 4.612 0.597 0.565
H2 4.382 0.833 -1.539
H3 5.052 -0.663 -0.710
H4 0.342 1.160 0.936
H5 1.301 -1.898 1.380
H6 -0.140 -1.154 1.908
H7 -2.995 -1.741 0.770
H8 -4.381 -0.098 1.322
H9 -4.433 2.087 0.044
H10 -2.014 2.548 -1.261
H11 -0.444 0.901 -1.549

---

ORCA calculation (the ωB97M-V functional and the def2-TZVPD basis) on C9H11NO4 in the gas phase in a non-equilibrium geometry.

Properties
Gap between HOMO and LUMO = 9.3 eV
Highest occupied orbital energy = -9.40 eV
2S+1 = 1
SMILES string = CCCO[C@H]1C=CC=C2O[C@@]21[N+](=O)[O-]
E = -19182.6727 eV

Element x y z (Å)
C1 2.344 -2.407 1.939
C2 1.348 -1.338 1.363
C3 1.353 -1.206 -0.193
O1 1.057 0.112 -0.747
C4 -0.079 0.767 -0.297
C5 -0.174 2.151 -0.944
C6 -1.267 2.895 -0.876
C7 -2.427 2.388 -0.063
C8 -2.458 1.105 -0.103
O2 -2.477 -0.151 0.341
C9 -1.355 0.001 -0.621
N1 -1.621 -0.556 -1.922
O3 -0.818 -0.341 -2.814
O4 -2.733 -0.964 -2.187
H1 1.976 -3.405 1.757
H2 3.223 -2.147 1.343
H3 2.731 -2.150 3.027
H4 1.786 -0.407 1.713
H5 0.407 -1.396 1.752
H6 2.238 -1.361 -0.639
H7 0.599 -1.974 -0.687
H8 -0.111 0.907 0.893
H9 0.763 2.423 -1.437
H10 -1.242 3.961 -1.122
H11 -3.061 3.092 0.523

---

ORCA calculation (the ωB97M-V functional and the def2-TZVPD basis) on C9H11NOS in the gas phase in a non-equilibrium geometry.

Properties
Gap between HOMO and LUMO = 9.5 eV
Highest occupied orbital energy = -8.80 eV
2S+1 = 1
SMILES string = [H]/N=C/c1ccccc1[C@@H](C)SO
E = -23879.6822 eV

Element x y z (Å)
H1 4.515 1.099 -0.095
N1 3.616 0.664 0.153
C1 2.764 0.305 -0.693
C2 1.310 -0.085 -0.279
C3 1.452 -1.439 -0.868
C4 0.497 -2.413 -1.032
C5 -0.714 -2.114 -0.430
C6 -0.892 -0.900 0.137
C7 0.029 0.182 0.370
C8 -0.918 1.293 1.041
C9 -1.965 1.734 -0.013
S1 -1.707 0.737 2.572
O1 -0.410 0.324 3.564
H2 2.956 0.337 -1.803
H3 2.264 -1.684 -1.558
H4 0.862 -3.333 -1.398
H5 -1.559 -2.715 -0.368
H6 -1.924 -0.934 0.593
H7 -0.247 2.060 1.289
H8 -2.502 0.925 -0.327
H9 -1.479 2.126 -0.935
H10 -2.522 2.493 0.407
H11 -0.333 -0.549 3.320

---

ORCA calculation (the ωB97M-V functional and the def2-TZVPD basis) on C9H11NS in the gas phase in a non-equilibrium geometry.

Properties
Gap between HOMO and LUMO = 8.7 eV
Highest occupied orbital energy = -8.00 eV
2S+1 = 1
E = -21833.1422 eV

Element x y z (Å)
C1 -3.380 -0.736 -0.072
C2 -2.383 -1.440 0.665
C3 -2.896 0.349 -0.823
C4 -1.038 -0.996 0.755
C5 -1.578 0.605 -0.954
C6 -0.624 0.100 -0.004
C7 1.690 1.441 0.743
C8 3.093 0.756 0.625
C9 0.832 0.413 -0.092
N1 2.301 -1.244 -1.284
S1 2.120 -0.908 0.205
H1 -4.488 -1.017 -0.115
H2 -2.603 -2.210 1.380
H3 -3.655 0.813 -1.388
H4 -0.313 -1.706 1.063
H5 -1.186 1.435 -1.557
H6 1.330 1.543 1.745
H7 1.722 2.446 0.297
H8 3.628 1.169 -0.214
H9 3.603 0.575 1.570
H10 0.809 0.561 -1.114
H11 3.015 -1.948 -1.431

---

ORCA calculation (the ωB97M-V functional and the def2-TZVPD basis) on C9H11NSi in the gas phase in a non-equilibrium geometry.

Properties
Gap between HOMO and LUMO = 9.1 eV
Highest occupied orbital energy = -8.33 eV
2S+1 = 1
SMILES string = N[SiH2][C@@H]1C=Cc2ccccc21
E = -18878.1094 eV

Element x y z (Å)
N1 2.109 -0.679 1.637
Si1 2.453 -0.733 -0.085
C1 1.002 0.246 -1.050
C2 1.187 1.447 -0.299
C3 0.119 1.762 0.454
C4 -0.853 0.691 0.300
C5 -2.087 0.568 0.879
C6 -2.887 -0.335 0.205
C7 -2.492 -1.160 -0.834
C8 -1.180 -1.066 -1.229
C9 -0.364 -0.164 -0.710
H1 2.835 -0.119 1.989
H2 1.080 -0.296 1.876
H3 2.833 -2.131 -0.448
H4 3.632 0.172 -0.438
H5 1.108 0.361 -2.086
H6 2.011 2.091 -0.581
H7 0.061 2.422 1.311
H8 -2.522 1.049 1.763
H9 -3.933 -0.471 0.533
H10 -3.220 -1.813 -1.173
H11 -0.891 -1.843 -2.013

---

ORCA calculation (the ωB97M-V functional and the def2-TZVPD basis) on a gas-phase ion, C9H11O (charge +1) in a non-equilibrium geometry.

Properties
Total charge = +1
Gap between HOMO and LUMO = 7.4 eV
Highest occupied orbital energy = -12.50 eV
2S+1 = 1
E = -11546.9401 eV

Element x y z (Å)
C1 -1.344 -1.660 -0.347
C2 -2.533 -1.886 0.092
C3 -2.129 2.284 0.947
C4 -3.038 2.045 -0.057
C5 -1.867 1.418 -0.191
C6 2.058 -0.208 0.491
C7 -0.751 0.696 -0.781
C8 1.016 -1.089 -0.131
C9 -0.390 -0.590 0.048
O1 -3.672 -2.015 0.225
H1 -1.909 2.841 1.838
H2 -4.037 2.177 -0.427
H3 2.892 -0.793 0.542
H4 1.814 0.370 1.387
H5 2.430 0.471 -0.315
H6 -0.949 0.510 -1.804
H7 0.122 1.508 -0.875
H8 1.156 -2.009 0.339
H9 1.250 -1.335 -1.270
H10 -0.837 -2.441 -0.815
H11 -0.673 -0.407 1.104

---

ORCA calculation (the ωB97M-V functional and the def2-TZVPD basis) on 2 unconnected molecules or ions with the total composition C9H11O3 in a non-equilibrium geometry.

Properties
Total charge = -1
Gap between HOMO and LUMO = 7.1 eV
Highest occupied orbital energy = -3.55 eV
2S+1 = 1
E = -15655.5407 eV

Element x y z (Å)
C1 2.084 1.455 -2.138
C2 1.144 2.602 -1.843
O1 1.110 3.020 -0.604
O2 0.495 3.066 -2.758
H1 1.803 0.614 -1.512
H2 3.126 1.656 -1.869
H3 2.113 1.213 -3.195
C3 -2.528 -2.542 0.467
C4 0.591 0.394 1.099
C5 -0.769 0.713 1.379
C6 0.921 -0.976 0.960
C7 -1.679 -0.337 1.336
C8 -0.051 -1.922 0.680
C9 -1.398 -1.613 0.898
O3 1.566 1.251 1.163
H4 1.332 2.164 -0.055
H5 -0.896 1.686 1.817
H6 1.974 -1.210 0.968
H7 -2.708 -0.056 1.558
H8 0.214 -2.939 0.416
H9 -3.325 -2.011 -0.053
H10 -3.047 -2.883 1.374
H11 -2.071 -3.346 -0.087

---

ORCA calculation (the ωB97M-V functional and the def2-TZVPD basis) on 2 unconnected molecules or ions with the total composition C9H11O3 in a non-equilibrium geometry.

Properties
Total charge = -1
Gap between HOMO and LUMO = 6.9 eV
Highest occupied orbital energy = -3.85 eV
2S+1 = 1
E = -15653.1132 eV

Element x y z (Å)
C1 -0.045 -2.873 -1.877
C2 -0.023 -2.962 -0.274
O1 1.070 -2.597 0.264
O2 -1.028 -3.087 0.477
H1 0.335 -1.903 -2.127
H2 -1.089 -3.066 -2.093
H3 0.642 -3.601 -2.233
C3 -0.768 0.407 -2.182
C4 -0.520 2.316 -0.800
C5 -0.198 0.992 -1.021
C6 -0.132 2.895 0.403
C7 0.312 2.032 1.496
C8 0.390 0.169 0.006
C9 0.496 0.703 1.309
O3 0.678 2.760 2.724
H4 -1.076 2.935 -1.505
H5 -0.373 3.871 0.451
H6 -1.251 1.133 -2.816
H7 -1.443 -0.344 -1.924
H8 0.868 -0.778 -0.379
H9 -0.207 3.144 3.259
H10 0.715 0.056 2.114
H11 0.046 -0.119 -2.830

---

ORCA calculation (the ωB97M-V functional and the def2-TZVPD basis) on 2 unconnected molecules or ions with the total composition C9H11O3 in a non-equilibrium geometry.

Properties
Total charge = -1
Gap between HOMO and LUMO = 7.8 eV
Highest occupied orbital energy = -4.35 eV
2S+1 = 1
E = -15654.7571 eV

Element x y z (Å)
C1 -2.011 -3.314 -2.754
C2 -1.782 -1.787 -2.432
O1 -2.168 -1.387 -1.271
O2 -1.287 -1.173 -3.380
H1 -2.242 -3.852 -1.866
H2 -1.344 -3.736 -3.455
H3 -2.918 -3.186 -3.433
C3 1.958 3.305 1.645
C4 -0.011 -0.492 0.952
C5 0.911 -0.327 1.946
C6 -0.090 0.616 -0.007
C7 1.409 0.949 2.307
C8 0.622 1.775 0.212
C9 1.327 1.945 1.397
O3 -0.909 -1.435 0.846
H4 -1.336 -1.423 -0.185
H5 1.232 -1.139 2.683
H6 -0.641 0.593 -0.888
H7 2.111 0.860 3.148
H8 0.594 2.512 -0.605
H9 1.233 3.786 2.208
H10 2.409 3.792 0.703
H11 2.932 3.118 2.229

---

ORCA calculation (the ωB97M-V functional and the def2-TZVPD basis) on 2 unconnected molecules or ions with the total composition C9H11O3P in a non-equilibrium geometry.

Properties
Gap between HOMO and LUMO = 8.4 eV
Highest occupied orbital energy = -9.47 eV
2S+1 = 1
SMILES string = O=Pc1ccccc1.COC(C)=O
E = -24941.4539 eV

Element x y z (Å)
O1 1.735 -1.731 -0.483
P1 0.227 -1.907 -0.510
C1 -0.308 -1.182 1.156
C2 0.641 -0.488 1.917
C3 0.209 0.048 3.104
C4 -1.025 -0.302 3.683
C5 -1.960 -0.905 2.845
C6 -1.613 -1.345 1.613
H1 1.637 -0.201 1.701
H2 1.004 0.503 3.736
H3 -1.242 -0.057 4.732
H4 -2.991 -0.947 3.220
H5 -2.294 -1.800 0.984
C7 0.833 0.105 -4.124
O2 0.366 0.379 -2.790
C8 0.621 1.546 -2.244
C9 0.207 1.507 -0.792
O3 0.942 2.491 -2.887
H6 1.166 1.047 -4.698
H7 -0.049 -0.298 -4.586
H8 1.660 -0.636 -3.952
H9 -0.616 0.722 -0.776
H10 -0.187 2.471 -0.456
H11 1.039 0.977 -0.391

---

ORCA calculation (the ωB97M-V functional and the def2-TZVPD basis) on 2 unconnected molecules or ions with the total composition C9H11OP in a non-equilibrium geometry.

Properties
Gap between HOMO and LUMO (spin up / spin down) = 8.0 / 7.7 eV
Highest occupied orbital energy (spin up / spin down) = -8.97 / -7.96 eV
2S+1 = 1
E = -20842.9051 eV

Element x y z (Å)
C1 -3.697 -0.263 0.488
C2 -2.884 0.856 0.469
C3 -3.208 -1.465 -0.103
C4 -1.646 0.786 -0.146
C5 -1.912 -1.526 -0.653
C6 -1.224 -0.389 -0.634
C7 2.856 1.387 -1.334
C8 3.028 0.060 -1.180
C9 2.311 0.260 1.688
O1 2.598 -2.222 0.204
P1 2.168 -0.790 0.057
H1 -4.627 -0.156 0.979
H2 -3.121 1.795 0.888
H3 -3.931 -2.243 -0.058
H4 -1.117 1.692 -0.204
H5 -1.685 -2.301 -1.413
H6 3.370 1.816 -2.189
H7 2.382 2.141 -0.676
H8 3.540 -0.491 -1.956
H9 3.330 0.574 2.099
H10 1.624 1.048 1.476
H11 1.846 -0.567 2.199